1.
Here is a structure of composition C33H57FIrN2O2Si from the Open Molecules 2025 dataset. Energies are from the ωB97M-V functional and the def2-TZVPD basis.

## Properties
* largest force on an atom: 0.0426 hartree/bohr
* 2S+1: 5
* total charge: +1
* orbital gap (alpha / beta): 4.78 / 6.32 eV
* energy: -55643.666 eV
* LUMO level (alpha / beta): -3.003 / -4.668 eV
* expectation value of S²: 6.02
* ΔE to the lowest compared entry with this formula, charge and spin: 159.6 kJ/mol
* HOMO energy (alpha / beta): -7.78 / -10.99 eV

```
97
C33H57FIrN2O2Si the ωB97M-V functional and the def2-TZVPD basis
O 1.40 -1.31 -0.21
O -1.55 -2.52 -4.58
C 2.64 -1.26 -0.98
C 3.49 -2.48 -0.75
H 3.13 -0.33 -0.65
H 2.43 -1.05 -2.06
H 3.77 -2.56 0.29
H 4.42 -2.45 -1.33
H 2.97 -3.40 -1.02
C 0.82 -2.64 -0.40
C 0.78 -3.17 -1.83
H -0.20 -2.64 0.07
H 1.44 -3.30 0.24
H 0.54 -2.42 -2.61
H 0.03 -3.98 -1.91
H 1.73 -3.64 -2.14
C -2.97 -2.43 -4.67
C -0.82 -1.65 -5.44
C -3.58 -3.61 -3.93
H -3.27 -2.46 -5.72
H -3.34 -1.48 -4.22
H -3.33 -4.54 -4.45
H -4.67 -3.52 -3.91
H -3.22 -3.68 -2.90
C -0.66 -2.16 -6.87
H 0.18 -1.57 -4.98
H -1.29 -0.65 -5.47
H -0.20 -3.15 -6.90
H 0.00 -1.46 -7.39
H -1.61 -2.19 -7.40
H -3.69 -1.76 -0.04
N 1.93 1.30 1.84
C 2.09 2.45 2.52
C 1.15 3.47 2.52
C -0.18 3.28 2.17
C 3.27 2.59 3.42
H 4.23 2.61 2.88
H 3.31 1.81 4.18
H 3.18 3.54 3.95
C -1.16 4.34 2.57
H -1.56 4.13 3.57
H -1.98 4.44 1.86
H -0.63 5.30 2.62
N -0.64 2.12 1.67
C 2.94 0.28 1.99
C 4.13 0.42 1.26
C 4.27 1.51 0.21
C 5.09 -0.57 1.45
H 6.02 -0.52 0.87
C 4.84 -1.63 2.33
H 5.58 -2.42 2.43
C 3.67 -1.70 3.08
H 3.49 -2.50 3.79
C 2.68 -0.74 2.92
C 1.39 -0.78 3.68
C -1.95 1.78 2.13
C -3.10 2.01 1.34
C -3.16 3.02 0.23
C -4.20 1.17 1.57
H -5.02 1.18 0.85
C -4.23 0.34 2.68
H -5.09 -0.33 2.82
C -3.22 0.39 3.64
H -3.28 -0.19 4.56
C -2.11 1.21 3.43
C -1.14 1.42 4.56
Ir 0.62 0.95 0.40
H 4.93 1.18 -0.61
H 4.68 2.45 0.62
H 3.31 1.77 -0.27
H 1.38 -0.06 4.50
H 1.25 -1.77 4.13
H 0.51 -0.61 3.04
H -3.89 2.68 -0.52
H -2.20 3.17 -0.26
H -3.54 3.99 0.58
H -0.11 1.22 4.26
H -1.39 0.73 5.39
H -1.19 2.45 4.97
H 1.42 4.39 3.03
C -3.19 -1.99 -0.97
Si -1.96 -0.51 -1.03
H -2.75 -3.00 -0.85
H -3.93 -2.02 -1.79
C -0.30 0.13 -1.69
C 1.10 2.64 -0.57
C -3.01 0.79 -1.94
H -4.05 0.83 -1.53
H -3.06 0.57 -3.05
H -2.49 1.75 -1.83
H 0.79 0.32 -1.21
H -0.48 1.04 -2.30
H -0.07 -0.66 -2.43
H 1.74 3.23 0.09
H 0.11 3.12 -0.73
H 1.57 2.41 -1.54
F -1.77 -0.48 0.64
```

Löwdin population analysis, charges in e, atoms 1 to 2:
1. O -0.325
2. O -0.185

***

2.
Here is a structure of composition C33H57FN2O2SiTb from the Open Molecules 2025 dataset. Energies are from the ωB97M-V functional and the def2-TZVPD basis.

## Properties
* largest force on an atom: 0.0260 hartree/bohr
* 2S+1: 7
* total charge: +1
* orbital gap (alpha / beta): 8.01 / 8.03 eV
* energy: -75247.119 eV
* LUMO level (alpha / beta): -2.037 / -2.024 eV
* expectation value of S²: 12.71
* ΔE to the lowest compared entry with this formula, charge and spin: 61.6 kJ/mol
* HOMO energy (alpha / beta): -10.05 / -10.05 eV

```
97
C33H57FN2O2SiTb the ωB97M-V functional and the def2-TZVPD basis
O 0.52 -2.37 -1.27
O -0.94 -1.97 -3.39
C 1.82 -2.64 -1.90
C 2.77 -3.29 -0.92
H 2.21 -1.67 -2.26
H 1.68 -3.25 -2.80
H 2.76 -2.86 0.09
H 3.78 -3.18 -1.33
H 2.60 -4.38 -0.85
C -0.25 -3.60 -0.97
C -0.18 -4.62 -2.07
H -1.29 -3.29 -0.76
H 0.16 -3.99 -0.04
H -0.72 -4.27 -2.95
H -0.63 -5.57 -1.75
H 0.84 -4.84 -2.35
C -2.42 -1.77 -2.94
C -0.47 -1.24 -4.66
C -3.15 -2.99 -3.44
H -2.75 -0.83 -3.39
H -2.36 -1.70 -1.85
H -3.12 -3.08 -4.53
H -4.21 -2.92 -3.17
H -2.75 -3.90 -2.98
C -1.02 -2.00 -5.84
H 0.62 -1.27 -4.60
H -0.85 -0.21 -4.58
H -0.66 -3.04 -5.83
H -0.68 -1.55 -6.78
H -2.11 -1.98 -5.89
H -0.33 -1.80 -2.59
N 1.61 1.02 2.10
C 1.47 2.26 2.58
C 0.32 3.04 2.40
C -0.97 2.62 2.10
C 2.63 2.90 3.32
H 3.52 2.98 2.68
H 2.89 2.35 4.23
H 2.35 3.91 3.62
C -2.07 3.66 2.15
H -2.78 3.47 2.97
H -2.63 3.69 1.20
H -1.64 4.65 2.31
N -1.30 1.34 1.85
C 2.76 0.22 2.43
C 3.81 0.14 1.50
C 3.70 0.83 0.17
C 4.96 -0.58 1.84
H 5.79 -0.62 1.13
C 5.07 -1.20 3.09
H 5.97 -1.75 3.35
C 4.01 -1.11 4.00
H 4.08 -1.58 4.99
C 2.86 -0.38 3.70
C 1.76 -0.24 4.70
C -2.58 0.86 2.27
C -3.59 0.66 1.31
C -3.30 0.97 -0.13
C -4.87 0.30 1.73
H -5.65 0.17 0.99
C -5.15 0.12 3.09
H -6.14 -0.19 3.41
C -4.14 0.32 4.04
H -4.34 0.21 5.11
C -2.86 0.70 3.65
C -1.81 0.98 4.68
Tb 0.13 -0.13 0.70
H 3.17 0.20 -0.57
H 4.71 1.01 -0.23
H 3.18 1.80 0.22
H 1.48 0.81 4.87
H 2.08 -0.65 5.67
H 0.85 -0.78 4.39
H -3.99 0.40 -0.77
H -2.28 0.74 -0.46
H -3.47 2.04 -0.36
H -0.92 0.36 4.54
H -2.21 0.78 5.68
H -1.50 2.04 4.66
H 0.45 4.10 2.62
C 0.11 0.40 -1.71
Si 0.34 2.18 -2.20
H 0.98 -0.14 -2.12
H -0.75 0.02 -2.29
C 1.59 2.33 -3.60
C 0.92 3.47 -0.96
C -1.28 2.80 -2.91
H -1.86 2.00 -3.36
H -1.02 3.53 -3.69
H -1.87 3.31 -2.14
H 2.60 1.98 -3.31
H 1.65 3.40 -3.84
H 1.26 1.78 -4.49
H 1.77 3.18 -0.34
H 0.11 3.82 -0.31
H 1.24 4.33 -1.57
F -0.10 -1.76 1.91
```

Löwdin population analysis, charges in e, atoms 1 to 2:
1. O -0.306
2. O -0.140